Entry 1:
Density functional theory data (ωB97M-V with the def2-TZVPD basis set) for a 9-piece molecular cluster, C17H38N2O7 overall in a non-equilibrium geometry.

ORCA input file:
```
! wB97M-V def2-TZVPD RIJCOSX def2/J DEFGRID3
* xyz 0 1
C 1.23022 4.84128 -0.16678
C 1.10644 4.09745 -1.36246
C 1.81625 2.93862 -1.56007
N 2.69351 2.46959 -0.60683
C 2.82235 3.16542 0.51894
C 2.09204 4.33228 0.75843
H 0.59689 5.69096 0.08789
H 0.34343 4.39541 -2.06850
H 1.76838 2.36017 -2.50371
H 3.59717 2.83844 1.17963
H 2.30016 4.91727 1.64367
C 2.38905 -2.83001 -2.79590
C 0.99910 -2.90208 -3.01858
C 0.32483 -1.73319 -3.35344
N 0.99361 -0.54028 -3.38830
C 2.28487 -0.50552 -3.09134
C 3.02587 -1.62920 -2.77350
H 2.94137 -3.72646 -2.50809
H 0.44302 -3.81805 -2.89186
H -0.72368 -1.62360 -3.63448
H 2.77313 0.45375 -3.19730
H 4.10408 -1.57108 -2.66571
C -3.31678 -2.84421 -0.70757
O -2.31645 -2.70825 0.34292
H -3.50581 -3.85140 -0.99737
H -4.27703 -2.51459 -0.30686
H -3.06383 -2.20442 -1.56464
H -2.42426 -3.39483 1.02627
C -2.31827 -2.64663 3.75830
O -2.24916 -4.03439 3.36612
H -3.29890 -2.29232 3.55945
H -2.07632 -2.48474 4.84059
H -1.65704 -2.07233 3.12723
H -2.76913 -4.53541 3.99037
C 0.99396 -0.04000 3.74544
O 2.13278 0.28392 4.55602
H 0.83439 -1.12943 3.76524
H 0.18019 0.55011 4.16624
H 1.16981 0.23432 2.70602
H 2.80727 -0.20962 4.07425
C -1.76194 1.17119 -3.88070
O -2.74138 2.18861 -3.90150
H -2.00964 0.39599 -4.61070
H -0.77290 1.55781 -4.15553
H -1.77676 0.74489 -2.89528
H -2.99917 2.38063 -4.82197
C 3.58961 -0.56594 0.43961
O 4.41485 0.37487 -0.16013
H 2.76894 -0.80888 -0.20987
H 4.12303 -1.51375 0.61642
H 3.24315 -0.20892 1.41960
H 3.87041 1.06638 -0.53112
C -3.74494 1.35953 2.17712
O -2.78393 0.78499 2.99354
H -4.22859 2.18685 2.66344
H -3.33944 1.73897 1.23285
H -4.54897 0.64119 1.91733
H -2.15960 0.26493 2.46477
C -0.49054 0.38275 0.43888
O -1.00179 -0.55794 1.35727
H -0.56615 1.40308 0.83990
H 0.57201 0.19517 0.19854
H -1.03354 0.39052 -0.50453
H -1.39027 -1.29993 0.86231
*
```

The calculation puts the energy above the lowest of the compared OMol25 structures with the same formula, charge and spin at 0.0 kJ/mol. For the HOMO-LUMO gap, the calculation gives 0.372 Eh. As for the largest force on an atom: 1.965 eV/Å. Its lowest unoccupied orbital energy is 0.50 eV.

Charges obtained by Mulliken population analysis, quoted in units of e: -0.368, -0.466, -0.124, -0.343, -0.185, -0.582, 0.385, 0.394, 0.187, 0.458, 0.387, -0.225, -0.605, -0.129, -0.246, -0.145, -0.662, 0.361, 0.390, 0.350, 0.507, 0.424, -0.623, -0.483, 0.318, 0.295, 0.170, 0.207, -0.171, -0.556, 0.327, 0.363, -0.237, 0.290, -0.122, -0.571, 0.213, 0.235, -0.102, 0.329, -0.209, -0.549, 0.285, 0.247, -0.110, 0.309, 0.035, -0.574, -0.110, 0.336, -0.105, 0.641, -0.632, -0.520, 0.296, 0.218, 0.218, 0.416, -0.426, -0.170, 0.325, -0.006, 0.233, 0.205



Entry 2:
Density functional theory data (ωB97M-V with the def2-TZVPD basis set) for C17H38N4O2P2PtSSe2 as an isolated structure.

ORCA input file:
```
! wB97M-V def2-TZVPD RIJCOSX def2/J DEFGRID3
* xyz 2 5
Pt -1.12047 0.11492 -0.22344
O 2.10502 -0.54522 3.72913
C 0.79996 -1.02916 3.44894
C -0.19118 0.11994 3.63037
C -0.19751 0.57172 5.12208
O 0.92349 1.31957 5.50363
C -1.60892 -0.38993 3.36207
Se -1.96642 -1.32291 1.69112
C 0.17735 1.35869 2.80354
Se 0.83780 1.06103 0.99925
H 2.72054 -1.28349 3.78312
H 0.52328 -1.84373 4.12739
H 0.75068 -1.41757 2.42029
H -0.32220 -0.32481 5.74163
H -1.06473 1.21324 5.29458
H 1.70802 0.76356 5.42121
H -2.31132 0.44882 3.36381
H -1.91219 -1.07242 4.15657
H 0.98024 1.88939 3.31123
H -0.68122 2.02406 2.71814
C -2.91305 3.08270 1.24975
P -2.83432 1.84078 -0.07349
C -4.51760 1.16799 -0.16472
C -2.64763 2.84354 -1.59413
C -2.23200 1.98511 -2.78834
P -0.73874 1.00340 -2.39029
C 0.62553 2.18966 -2.51660
C -0.51959 -0.09855 -3.81391
H -3.68167 3.82829 1.03883
H -1.95092 3.58724 1.34245
H -3.15167 2.60447 2.19994
H -5.25516 1.96568 -0.26514
H -4.73290 0.59836 0.74010
H -4.60056 0.49088 -1.01470
H -1.88768 3.60247 -1.38665
H -3.57840 3.37739 -1.79865
H -2.05189 2.60370 -3.67031
H -3.02580 1.27914 -3.04936
H 0.68166 2.61851 -3.51759
H 1.54944 1.66355 -2.28177
H 0.49211 2.99170 -1.78973
H -0.33840 0.47632 -4.72334
H -1.41694 -0.70024 -3.96077
H 0.32242 -0.76692 -3.63415
N -2.85223 -3.08216 -0.68656
N -2.72399 -1.90288 -1.48626
H -3.03298 -3.90201 -1.25935
H -3.64560 -2.96778 -0.06721
H -3.52377 -1.77696 -2.10342
H -1.89365 -2.02922 -2.05388
C 4.92552 -4.08218 -1.52293
C 4.14045 -2.81954 -1.44029
C 4.63470 -1.56339 -1.65959
C 3.75773 -0.47491 -1.56383
N 2.46384 -0.61799 -1.26295
C 1.98954 -1.83860 -1.00929
S 0.38691 -2.19490 -0.55337
N 2.83126 -2.91478 -1.11737
C 4.25016 0.91685 -1.78175
H 5.96334 -3.87397 -1.76614
H 4.51070 -4.73476 -2.29301
H 4.88947 -4.61659 -0.57214
H 5.67550 -1.42150 -1.90677
H 2.42945 -3.82584 -0.93066
H 5.32299 0.94697 -1.94999
H 4.00446 1.52751 -0.91141
H 3.74975 1.35776 -2.64391
*
```

The calculation puts the energy above the lowest of the compared OMol25 structures with the same formula, charge and spin at 41.3 kJ/mol. For the HOMO-LUMO gap (spin up / spin down), the calculation gives 0.226 / 0.232 Eh. As for the largest force on an atom: 0.331 eV/Å. Its lowest unoccupied orbital energy (spin up / spin down) is -5.38 / -7.62 eV.

Charges obtained by Mulliken population analysis, quoted in units of e: 0.832, -0.540, -0.944, 1.582, -1.170, -0.533, -1.262, -0.073, -1.188, -0.102, 0.364, 0.518, 0.150, 0.469, 0.472, 0.373, 0.424, 0.513, 0.579, 0.476, -1.409, 0.787, -1.283, -1.130, -1.051, 0.670, -0.924, -1.299, 0.504, 0.387, 0.383, 0.465, 0.372, 0.313, 0.382, 0.593, 0.571, 0.366, 0.557, -0.206, 0.372, 0.508, 0.410, 0.244, -0.589, -0.258, 0.259, 0.242, 0.280, 0.162, -1.384, 0.614, -1.062, 1.077, 0.238, -0.264, -0.407, 0.047, -1.315, 0.368, 0.370, 0.376, 0.414, 0.323, 0.421, 0.275, 0.290



Entry 3:
Density functional theory data (ωB97M-V with the def2-TZVPD basis set) for C17H38O13P2S as an isolated structure in a non-equilibrium geometry.

ORCA input file:
```
! wB97M-V def2-TZVPD RIJCOSX def2/J DEFGRID3
* xyz 0 1
C 1.67862 3.94957 3.74129
C 1.29286 3.40725 2.52345
C 2.19752 3.40253 1.19638
C 3.64960 3.61941 1.74822
C 4.82583 3.46949 0.69811
C 4.43528 3.73738 -0.80293
O 5.53374 2.21255 0.79172
O 1.55890 4.49501 0.45520
S 0.17425 3.77339 -0.18508
O -0.06359 4.13214 -1.60264
O -0.99452 4.30396 0.55504
O 0.39430 2.13577 0.12563
C 1.84257 2.10883 0.39148
C 2.36277 0.70387 0.86166
C 2.15770 -0.28215 -0.38843
C 1.56059 0.06466 2.05643
C 2.53691 -0.98760 2.76945
H 0.92307 4.56703 4.28486
H 2.66285 3.75081 4.22081
H 0.28170 2.92277 2.48803
H 3.90405 2.97053 2.62634
H 3.70101 4.67874 2.12985
H 5.59431 4.25266 0.97153
H 3.66918 4.53424 -0.95325
H 4.18836 2.75557 -1.27761
H 5.37233 4.10722 -1.31343
H 5.24893 1.73535 1.58145
H 2.23713 2.17349 -0.66785
H 3.47009 0.74773 1.02245
H 1.05630 -0.51488 -0.43825
H 2.42645 0.19528 -1.36377
H 2.76480 -1.20181 -0.21163
H 1.25177 0.78448 2.85408
H 0.67598 -0.54582 1.72274
H 3.57103 -0.55634 2.72091
H 2.29447 -1.12090 3.85812
H 2.52251 -1.94667 2.19787
C -2.09812 -6.19564 1.88284
O -0.91062 -6.10721 1.10646
P -0.48467 -4.68432 0.50708
O -0.23176 -3.63554 1.51400
O -1.61167 -4.35251 -0.57341
C -2.73634 -3.56666 -0.18743
O 0.74651 -5.05491 -0.43132
C 1.73506 -5.94463 0.07986
H -2.32911 -5.25048 2.37886
H -2.92634 -6.48254 1.23124
H -1.96360 -6.96687 2.64032
H -2.44206 -2.74805 0.47014
H -3.48131 -4.19179 0.30917
H -3.18324 -3.14785 -1.08813
H 1.35139 -6.96616 0.06815
H 2.02571 -5.66916 1.09584
H 2.60912 -5.89584 -0.56772
C -3.99728 1.13671 -4.90146
O -4.56209 0.11146 -4.09486
P -4.94815 0.44951 -2.57700
O -5.95897 1.51111 -2.41326
O -3.54820 0.70131 -1.85468
C -3.04444 2.03271 -1.75268
O -5.34455 -0.97943 -1.99374
C -6.18653 -1.81403 -2.78296
H -4.31738 2.12924 -4.57763
H -2.90851 1.06609 -4.85264
H -4.31355 0.98388 -5.93274
H -3.83901 2.74267 -1.52203
H -2.54802 2.31988 -2.68143
H -2.31039 2.05744 -0.94908
H -5.60995 -2.24943 -3.60116
H -7.03340 -1.25319 -3.18343
H -6.55818 -2.62132 -2.15338
*
```

For the HOMO-LUMO gap, the calculation gives 0.352 Eh. As for the largest force on an atom: 6.407 eV/Å. Its lowest unoccupied orbital energy is 0.37 eV.

Charges obtained by Mulliken population analysis, quoted in units of e: -0.922, -0.773, 1.738, -1.409, 0.222, -1.242, -0.620, -0.415, 1.349, -0.658, -0.635, -0.189, -0.522, 0.570, -1.488, -0.128, -1.150, 0.261, 0.256, 0.382, 0.221, 0.638, 0.420, 0.278, 0.242, 0.410, 0.295, 0.333, 0.090, 0.307, 0.381, 0.417, 0.353, 0.139, 0.319, 0.356, 0.213, -0.708, -0.359, 1.083, -0.579, -0.332, -0.607, -0.325, -0.681, 0.340, 0.255, 0.265, 0.312, 0.274, 0.209, 0.264, 0.335, 0.248, -0.712, -0.276, 0.893, -0.699, -0.099, -0.575, -0.277, -0.722, 0.362, 0.235, 0.261, 0.391, 0.327, -0.022, 0.271, 0.374, 0.235